No. 1
Here is a single C6H12O molecule in a non-equilibrium geometry from the Open Molecules 2025 dataset. Energies are from ωB97M-V/def2-TZVPD.

The spin multiplicity is 1. As for the SMILES: C[C@@H](O)C1(C)CC1. As for the total energy: -8462.193 eV.

```
19
Properties=species:S:1:pos:R:3:forces:R:3
C -1.761815 -0.111111 -1.125413 -0.11 0.20 0.01
C -0.870922 -0.650161 -0.020247 -0.20 0.11 0.03
O -0.431851 -1.924825 -0.489997 -0.22 -0.18 -0.23
C 0.347653 0.222225 0.420634 -0.13 -0.04 -0.01
C 0.097351 1.527768 1.121512 -0.02 0.05 0.07
C 1.383194 -0.785040 0.788811 0.35 0.10 -0.05
C 1.423578 0.019372 -0.578815 0.20 -0.01 0.09
H -2.497761 -0.892882 -1.339716 0.04 0.24 0.00
H -2.285138 0.808180 -0.861722 0.02 0.07 0.02
H -1.187639 0.050460 -2.046772 -0.05 0.05 0.20
H -1.463299 -0.864672 0.880153 -0.01 0.14 -0.11
H 0.423611 -1.769747 -0.918996 -0.36 -0.42 -0.02
H -0.540380 1.388917 2.000414 -0.02 0.05 -0.10
H -0.367152 2.260969 0.451542 -0.01 -0.12 0.13
H 1.044801 1.950500 1.469062 -0.09 -0.04 -0.06
H 2.297449 -0.573594 1.321340 -0.16 0.57 0.36
H 0.938091 -1.730128 1.108392 0.70 -0.04 -0.90
H 2.314214 0.637397 -0.553620 -0.24 0.26 0.12
H 1.088643 -0.093716 -1.621098 0.32 -0.98 0.44
```
Forces are in eV/Å.

No. 2
Here is a single C6H12O molecule from the Open Molecules 2025 dataset. Energies are from ωB97M-V/def2-TZVPD.

The spin multiplicity is 1. As for the SMILES: CC(C)[C@H]1C[C@H]1O. As for the total energy: -8463.010 eV.

```
19
Properties=species:S:1:pos:R:3:forces:R:3
C -0.574918 -1.614374 0.531061 0.03 -0.05 -0.04
C -0.477102 -0.083022 0.597600 0.02 0.02 0.08
C -1.899047 0.467945 0.753409 -0.05 0.06 0.04
C 0.201623 0.631071 -0.575201 -0.16 -0.06 0.00
C 1.418631 1.500213 -0.334266 0.07 0.18 0.04
C 1.538181 0.277458 -1.175684 -0.10 0.22 -0.16
O 2.318645 -0.752531 -0.646475 -0.06 -0.22 0.08
H 0.373472 -2.108252 0.305698 -0.14 0.06 0.08
H -0.891685 -1.994132 1.509836 -0.02 0.04 -0.18
H -1.317759 -1.942564 -0.205515 0.14 0.08 0.03
H 0.089748 0.165354 1.503341 -0.05 -0.05 -0.11
H -2.368511 0.096468 1.670962 0.07 0.06 -0.11
H -2.518594 0.137978 -0.091458 0.10 0.09 0.12
H -1.915318 1.562364 0.773012 0.04 -0.13 0.05
H -0.501140 1.031420 -1.306638 0.09 -0.12 0.09
H 1.498133 2.488167 -0.777570 -0.05 -0.18 0.00
H 1.881202 1.396906 0.644959 -0.13 0.05 -0.13
H 1.634836 0.415727 -2.255122 0.00 -0.10 0.23
H 1.796244 -1.560975 -0.681120 0.21 0.05 -0.10
```
Forces are in eV/Å.

No. 3
Here is 2 unconnected molecules or ions with the total composition C6H12O from the Open Molecules 2025 dataset. Energies are from ωB97M-V/def2-TZVPD.

The spin multiplicity is 1. As for the total energy: -8459.554 eV.

```
19
Properties=species:S:1:pos:R:3:forces:R:3
C -1.531527 -1.837647 1.161459 -0.01 -0.01 -0.01
C 1.124136 -0.164491 1.070696 0.01 0.13 -0.51
C 0.548043 0.671894 0.065121 -0.15 -0.03 0.54
C -0.224771 1.908942 0.483073 -0.02 0.05 -0.03
C 1.618776 0.862876 -1.065959 0.20 -0.02 -0.19
C 0.362510 0.185462 -1.387948 0.06 0.24 -0.04
O 0.454144 -1.164247 -1.690266 -0.19 -0.11 0.04
H -1.074578 -2.723436 0.710290 -0.07 0.13 0.06
H -1.980370 -1.202303 0.390533 0.07 -0.10 0.11
H -2.311178 -2.154832 1.857314 0.10 0.04 -0.10
H 1.497480 -1.067272 0.546558 -0.03 0.11 0.10
H -0.770469 -1.269349 1.707239 -0.13 -0.09 -0.04
H -1.157082 1.615067 0.978622 0.15 0.04 -0.08
H 0.361662 2.498050 1.194958 -0.08 -0.09 -0.11
H -0.482200 2.545564 -0.372435 0.05 -0.10 0.12
H 2.516772 0.254530 -1.022274 -0.16 0.06 0.02
H 1.771931 1.899038 -1.353802 -0.07 -0.16 0.09
H -0.393778 0.744520 -1.942937 0.12 -0.10 0.13
H -0.329502 -1.602364 -1.330243 0.15 0.01 -0.08
```
Forces are in eV/Å.

No. 4
Here is 2 unconnected molecules or ions with the total composition C6H12O from the Open Molecules 2025 dataset. Energies are from ωB97M-V/def2-TZVPD.

The spin multiplicity is 1. As for the SMILES: C=C(C)CC=O.C. As for the total energy: -8463.122 eV.

```
19
Properties=species:S:1:pos:R:3:forces:R:3
C -0.568442 1.364220 0.552236 0.06 -0.09 0.07
C 0.261520 0.477892 1.098995 -0.07 0.14 -0.06
C 1.541787 0.880386 1.783799 0.06 0.04 0.00
C -0.045591 -1.005814 1.054839 -0.11 -0.04 -0.02
C 0.820889 -1.720775 0.040566 -0.09 -0.20 -0.23
O 0.389920 -2.393167 -0.865310 0.19 0.27 0.43
H -1.494930 1.059174 0.072202 0.17 0.01 0.08
H -0.350828 2.429356 0.570388 0.00 -0.15 0.02
H 1.704994 1.959621 1.718215 -0.04 -0.15 0.00
H 1.518573 0.601836 2.845105 -0.01 0.01 -0.15
H 2.413935 0.381368 1.342410 -0.14 0.06 0.07
H -1.091318 -1.195691 0.797465 0.14 0.05 0.03
H 0.158527 -1.453676 2.039549 0.00 0.05 -0.14
H 1.917455 -1.592043 0.167495 -0.11 -0.02 -0.05
C -1.435221 0.040570 -2.642136 0.00 -0.01 -0.02
H -1.598963 -0.184971 -3.698531 0.03 0.03 0.14
H -0.650249 0.795625 -2.547599 -0.12 -0.11 -0.01
H -2.363914 0.424695 -2.210565 0.14 -0.06 -0.06
H -1.128143 -0.868608 -2.119122 -0.07 0.15 -0.10
```
Forces are in eV/Å.

No. 5
Here is a single C6H12O molecule in a non-equilibrium geometry from the Open Molecules 2025 dataset. Energies are from ωB97M-V/def2-TZVPD.

The spin multiplicity is 1. As for the SMILES: CCC/C=C/CO. As for the total energy: -8461.542 eV.

```
19
Properties=species:S:1:pos:R:3:forces:R:3
C -0.965768 0.242979 3.597647 1.12 -0.87 -0.74
C -0.983413 -0.403790 2.194088 0.38 0.92 0.59
C 0.134295 0.135154 1.306093 -0.67 -0.60 -0.15
C -0.045368 -0.189006 -0.144285 0.92 0.36 -0.66
C 0.874407 -0.111279 -1.132240 -0.78 -0.92 -1.28
C 0.532015 0.540144 -2.459711 -0.07 -2.54 0.08
O 0.551628 -0.434960 -3.544662 0.56 0.57 -0.04
H -1.211006 1.298743 3.580818 -0.70 -0.01 0.10
H 0.056649 0.234061 3.988742 -0.01 -0.27 0.09
H -1.560302 -0.427393 4.203486 -0.42 0.62 0.65
H -0.928285 -1.482786 2.304189 -0.02 -0.16 -0.13
H -1.941431 -0.130392 1.750068 -0.06 -0.31 -0.24
H 1.142271 -0.036892 1.692294 -0.04 -0.21 -0.05
H 0.001235 1.225226 1.277882 0.19 0.01 0.22
H -1.055760 -0.292938 -0.527162 -0.51 1.24 0.28
H 1.737814 -0.747236 -1.331442 0.96 0.87 1.41
H 1.394981 1.190645 -2.607649 -0.64 0.84 -0.10
H -0.479477 0.937624 -2.433392 0.22 0.75 -0.06
H 1.314063 -0.203961 -4.095798 -0.43 -0.29 0.05
```
Forces are in eV/Å.

No. 6
Here is 2 unconnected molecules or ions with the total composition C6H12O in a non-equilibrium geometry from the Open Molecules 2025 dataset. Energies are from ωB97M-V/def2-TZVPD.

The spin multiplicity is 1. As for the SMILES: C=CC(=C)CC.O. As for the total energy: -8462.568 eV.

```
19
Properties=species:S:1:pos:R:3:forces:R:3
C -1.352141 -2.379448 -1.067789 -0.56 0.17 -0.26
C -1.235758 -1.109408 -0.731166 0.30 0.75 1.00
C -0.062916 -0.523404 -0.046838 0.70 -0.39 -0.62
C 0.582297 -1.146227 0.933474 0.02 0.26 0.21
C 0.529872 0.636010 -0.829482 -0.63 0.21 0.07
C -0.398605 1.864167 -1.008345 -0.39 -1.26 -0.34
H -2.248854 -2.653654 -1.601499 -0.03 -0.47 -0.01
H -0.597294 -3.120316 -0.841138 0.03 0.04 -0.11
H -1.997064 -0.353329 -0.904786 -0.28 -0.42 -0.48
H 0.232029 -2.085408 1.348356 -0.09 0.17 0.07
H 1.487511 -0.716202 1.346161 0.07 -0.24 -0.03
H 1.475495 0.972968 -0.418952 0.25 -0.24 0.08
H 0.692788 0.179102 -1.808944 0.38 0.27 -0.05
H 0.024076 2.754972 -0.631826 0.56 0.94 0.60
H -1.346634 1.696425 -0.506872 -0.17 0.13 0.09
H -0.611953 2.045765 -2.053113 -0.12 0.01 -0.27
O 1.969904 1.166897 2.917934 0.19 -0.01 -0.06
H 1.271863 1.110950 2.261428 -0.17 -0.03 -0.06
H 1.585379 1.660141 3.643405 -0.06 0.11 0.17
```
Forces are in eV/Å.

What orbital gap values result from the calculations? In sequence: 10.649 10.788 8.566 10.329 9.191 10.117 eV.
What HOMO level values result from the calculations? In sequence: -9.7 -9.8 -8.3 -9.4 -8.3 -9.2 eV.
What LUMO values result from the calculations? In sequence: 1.0 1.0 0.2 0.9 0.9 0.9 eV.